1.
61
Properties=species:S:1:pos:R:3 method="wB97M-V/def2-TZVPD" e_tot_ev=-82668.21146 total_charge=-1 e_homo_ev=-4.9
C -3.18 -4.12 7.88
Ga -3.13 -5.54 6.39
O -2.59 -4.77 4.68
N -1.33 -5.07 4.38
O -0.56 -4.53 5.14
H -2.50 -4.32 8.73
H -2.89 -3.15 7.44
H -4.20 -4.05 8.28
H -2.19 -6.81 6.73
H -4.66 -6.01 6.15
C 0.73 -1.12 1.56
C -0.06 -2.38 1.92
C 0.60 -3.68 1.44
O 0.47 -3.93 0.05
C 1.39 -3.22 -0.76
N -1.43 -2.25 1.41
H 0.60 -0.84 0.51
H 0.38 -0.28 2.16
H 1.79 -1.26 1.76
H -0.12 -2.43 3.01
H 0.09 -4.52 1.93
H 1.65 -3.73 1.74
H 2.36 -3.09 -0.26
H 0.98 -2.24 -1.03
H 1.54 -3.78 -1.68
H -1.99 -3.03 1.74
H -1.39 -2.39 0.40
C 3.70 2.08 -3.84
C 2.24 1.65 -3.76
C 1.82 1.13 -2.37
O 2.28 -0.18 -2.07
C 3.62 -0.26 -1.63
N 1.98 0.66 -4.81
H 4.38 1.23 -3.92
H 3.87 2.69 -4.72
H 3.99 2.66 -2.96
H 1.63 2.54 -3.96
H 0.73 1.07 -2.35
H 2.11 1.83 -1.57
H 3.91 0.62 -1.04
H 4.30 -0.38 -2.48
H 3.72 -1.15 -1.01
H 0.98 0.46 -4.83
H 2.40 -0.22 -4.52
C -3.25 4.26 -1.52
C -2.33 4.91 -2.55
C -0.98 4.19 -2.71
O -0.05 4.42 -1.66
C -0.27 3.64 -0.50
N -2.15 6.33 -2.21
H -2.96 4.51 -0.50
H -4.27 4.62 -1.66
H -3.26 3.18 -1.63
H -2.84 4.85 -3.52
H -0.49 4.58 -3.61
H -1.11 3.11 -2.87
H -0.64 2.64 -0.74
H -0.95 4.15 0.18
H 0.69 3.54 0.02
H -1.63 6.78 -2.96
H -1.52 6.37 -1.41

=====

2.
62
Properties=species:S:1:pos:R:3 method="wB97M-V/def2-TZVPD" spin_multiplicity=5 e_tot_ev=-71670.37877 total_charge=+3 e_homo_ev="-17.4 / -17.2" s_squared=6.05
C 0.23 1.13 -0.05
I 2.15 1.70 -0.16
H -0.61 0.96 -0.78
H -0.29 1.72 0.76
H 0.42 0.11 0.38
Ru 0.84 0.52 -4.99
P 0.26 1.89 -2.87
C 0.15 3.65 -2.10
C 1.95 2.09 -3.61
H 2.01 3.12 -3.95
H -0.47 2.91 -5.09
H 2.29 1.41 -4.44
H -0.64 1.03 -5.07
H 1.15 3.98 -1.72
H 2.63 1.86 -2.76
C -0.69 2.07 -4.46
H -0.22 4.39 -2.86
H -1.73 1.98 -4.10
H -0.55 3.66 -1.25
P 0.69 -1.22 -3.82
C 0.21 -1.71 -2.13
C -0.51 -2.19 -4.75
H 2.92 -1.59 -4.65
H 2.27 -3.01 -3.71
H 2.88 -1.57 -2.84
C 2.37 -1.92 -3.75
H -0.85 -1.58 -5.60
H -0.01 -3.10 -5.11
H 0.40 -2.79 -2.07
H -0.85 -1.54 -1.94
H -1.36 -2.45 -4.09
H 0.79 -1.23 -1.35
Cl 0.40 -0.15 -7.16
C -2.91 -1.94 2.50
N -1.94 -1.45 3.51
C -1.77 -2.36 4.64
P -0.66 -0.50 2.93
O -0.64 -0.73 1.45
N -0.85 1.07 3.52
C 0.11 2.11 3.16
C -2.19 1.60 3.72
N 0.80 -0.90 3.56
C 1.39 -0.40 4.79
C 1.60 -1.90 2.85
H -2.81 -3.02 2.34
H -2.76 -1.41 1.55
H -3.95 -1.73 2.86
H -0.73 -2.66 4.77
H -2.13 -1.89 5.58
H -2.37 -3.26 4.48
H -0.11 2.55 2.17
H 0.03 2.93 3.87
H 1.13 1.75 3.16
H -2.60 2.02 2.79
H -2.87 0.82 4.10
H -2.13 2.42 4.45
H 1.65 -1.24 5.46
H 2.34 0.15 4.58
H 0.71 0.27 5.31
H 1.89 -1.50 1.85
H 1.01 -2.83 2.68
H 2.52 -2.10 3.41

=====

3.
69
Properties=species:S:1:pos:R:3 method="wB97M-V/def2-TZVPD" e_tot_ev=-73249.79330 de_lowest_kj_mol=0.00 total_charge=0 e_homo_ev=-9.9 smiles="CCOS(C)(=O)=O.CCOS(C)(=O)=O.CCOS(C)(=O)=O.CO.CO.CO.CO"
C 1.74 4.53 5.89
C 2.01 3.95 4.51
O 0.95 3.02 4.21
S 1.00 2.31 2.80
C 0.53 3.61 1.71
O 2.36 1.94 2.56
O -0.01 1.33 2.81
H 0.84 5.15 5.88
H 2.59 5.12 6.22
H 1.60 3.72 6.61
H 2.12 4.75 3.76
H 2.97 3.43 4.49
H -0.36 4.07 2.13
H 0.21 3.12 0.79
H 1.34 4.28 1.50
C 2.33 -3.65 -1.03
C 2.90 -4.96 -0.59
O 3.75 -5.44 -1.65
S 4.52 -6.80 -1.39
C 3.34 -7.99 -1.94
O 5.62 -6.79 -2.28
O 4.70 -6.95 0.02
H 1.73 -3.20 -0.24
H 1.71 -3.74 -1.92
H 3.11 -2.94 -1.30
H 3.51 -4.82 0.31
H 2.14 -5.70 -0.32
H 3.69 -8.95 -1.58
H 3.31 -7.94 -3.03
H 2.37 -7.71 -1.54
C -5.87 5.07 -1.08
C -5.13 4.05 -0.24
O -4.25 3.30 -1.14
S -3.09 2.47 -0.51
C -3.94 1.12 0.24
O -2.37 1.97 -1.62
O -2.44 3.25 0.48
H -6.47 5.72 -0.44
H -6.53 4.58 -1.79
H -5.19 5.71 -1.64
H -4.53 4.50 0.55
H -5.85 3.34 0.18
H -4.27 1.40 1.24
H -3.23 0.30 0.33
H -4.74 0.80 -0.42
C -2.91 -2.67 -0.85
O -2.94 -4.08 -1.02
H -2.14 -2.21 -1.49
H -3.86 -2.25 -1.14
H -2.65 -2.42 0.18
H -2.12 -4.44 -0.69
C -1.89 1.74 -5.13
O -2.31 0.57 -5.83
H -2.12 1.70 -4.07
H -0.82 1.94 -5.25
H -2.44 2.60 -5.52
H -2.01 -0.20 -5.34
C 0.71 -0.10 -0.29
O 0.82 0.02 -1.69
H 0.37 0.81 0.21
H 0.08 -0.95 -0.01
H 1.69 -0.33 0.14
H -0.06 0.13 -2.04
C 4.20 -0.86 1.13
O 3.21 -0.81 2.16
H 3.81 -0.50 0.17
H 5.08 -0.26 1.41
H 4.50 -1.90 1.02
H 3.07 0.12 2.38

=====

4.
60
Properties=species:S:1:pos:R:3 method="wB97M-V/def2-TZVPD" e_tot_ev=-28460.15952 de_lowest_kj_mol=159.63 total_charge=0 e_homo_ev=-9.7 smiles=CCO.CCO.CCO.CCO.CCO.CCO.CO
C 7.09 -13.22 9.78
C 6.80 -13.47 8.32
O 5.46 -13.92 8.12
H 6.89 -14.17 10.29
H 6.42 -12.49 10.23
H 8.12 -12.93 9.96
H 7.50 -14.19 7.87
H 6.94 -12.51 7.81
H 5.22 -13.70 7.22
C 3.26 -10.52 10.59
C 1.90 -9.84 10.38
O 1.31 -9.64 11.65
H 3.10 -11.52 10.97
H 3.80 -9.91 11.33
H 3.93 -10.53 9.72
H 1.21 -10.42 9.77
H 2.04 -8.83 9.99
H 0.98 -10.49 12.02
C 1.54 -13.06 8.26
C 1.08 -14.49 7.94
O 1.15 -15.29 9.10
H 2.57 -13.18 8.58
H 0.97 -12.59 9.06
H 1.45 -12.39 7.40
H 1.68 -14.92 7.13
H 0.06 -14.49 7.55
H 2.06 -15.60 9.21
C 0.25 -14.65 12.78
C 0.06 -13.33 12.03
O 0.75 -12.23 12.62
H 1.30 -14.93 12.63
H -0.46 -15.36 12.38
H 0.13 -14.52 13.86
H -1.01 -13.12 11.96
H 0.38 -13.43 11.00
H 1.14 -12.51 13.45
C 5.76 -17.99 11.68
C 4.34 -18.54 11.61
O 4.36 -19.83 11.02
H 6.14 -17.87 10.67
H 6.49 -18.61 12.21
H 5.75 -17.00 12.14
H 3.67 -17.89 11.02
H 3.86 -18.57 12.60
H 3.72 -20.40 11.44
C 6.56 -12.59 13.45
C 6.04 -13.69 14.38
O 5.70 -13.14 15.65
H 5.90 -11.77 13.20
H 6.80 -13.04 12.48
H 7.48 -12.20 13.90
H 6.82 -14.44 14.46
H 5.15 -14.15 13.94
H 5.09 -12.42 15.48
C 3.72 -14.79 10.93
O 3.89 -15.54 9.72
H 3.51 -13.74 10.72
H 2.83 -15.16 11.44
H 4.62 -14.86 11.55
H 4.50 -14.97 9.21

=====

Copy entry 3 word for word.
69
Properties=species:S:1:pos:R:3 method="wB97M-V/def2-TZVPD" e_tot_ev=-73249.79330 de_lowest_kj_mol=0.00 total_charge=0 e_homo_ev=-9.9 smiles="CCOS(C)(=O)=O.CCOS(C)(=O)=O.CCOS(C)(=O)=O.CO.CO.CO.CO"
C 1.74 4.53 5.89
C 2.01 3.95 4.51
O 0.95 3.02 4.21
S 1.00 2.31 2.80
C 0.53 3.61 1.71
O 2.36 1.94 2.56
O -0.01 1.33 2.81
H 0.84 5.15 5.88
H 2.59 5.12 6.22
H 1.60 3.72 6.61
H 2.12 4.75 3.76
H 2.97 3.43 4.49
H -0.36 4.07 2.13
H 0.21 3.12 0.79
H 1.34 4.28 1.50
C 2.33 -3.65 -1.03
C 2.90 -4.96 -0.59
O 3.75 -5.44 -1.65
S 4.52 -6.80 -1.39
C 3.34 -7.99 -1.94
O 5.62 -6.79 -2.28
O 4.70 -6.95 0.02
H 1.73 -3.20 -0.24
H 1.71 -3.74 -1.92
H 3.11 -2.94 -1.30
H 3.51 -4.82 0.31
H 2.14 -5.70 -0.32
H 3.69 -8.95 -1.58
H 3.31 -7.94 -3.03
H 2.37 -7.71 -1.54
C -5.87 5.07 -1.08
C -5.13 4.05 -0.24
O -4.25 3.30 -1.14
S -3.09 2.47 -0.51
C -3.94 1.12 0.24
O -2.37 1.97 -1.62
O -2.44 3.25 0.48
H -6.47 5.72 -0.44
H -6.53 4.58 -1.79
H -5.19 5.71 -1.64
H -4.53 4.50 0.55
H -5.85 3.34 0.18
H -4.27 1.40 1.24
H -3.23 0.30 0.33
H -4.74 0.80 -0.42
C -2.91 -2.67 -0.85
O -2.94 -4.08 -1.02
H -2.14 -2.21 -1.49
H -3.86 -2.25 -1.14
H -2.65 -2.42 0.18
H -2.12 -4.44 -0.69
C -1.89 1.74 -5.13
O -2.31 0.57 -5.83
H -2.12 1.70 -4.07
H -0.82 1.94 -5.25
H -2.44 2.60 -5.52
H -2.01 -0.20 -5.34
C 0.71 -0.10 -0.29
O 0.82 0.02 -1.69
H 0.37 0.81 0.21
H 0.08 -0.95 -0.01
H 1.69 -0.33 0.14
H -0.06 0.13 -2.04
C 4.20 -0.86 1.13
O 3.21 -0.81 2.16
H 3.81 -0.50 0.17
H 5.08 -0.26 1.41
H 4.50 -1.90 1.02
H 3.07 0.12 2.38